16
Properties=species:S:1:pos:R:3 method="wB97M-V/def2-TZVPD" total_energy_ha=-603.88105 gap_ev=7.27 e_above_lowest_ev=5.056 total_charge=-1 mol_weight_g_mol=157.10 e_lumo_ev=3.793
C -0.90279 0.78457 1.58958
C -0.73419 -1.49528 0.25698
C 0.51704 1.12469 -0.18851
C -1.03892 -0.61889 1.26312
C 0.44656 -0.56915 -1.64118
N -0.26587 1.74118 1.02925
N -0.20781 -1.52568 -1.02176
O 0.66728 2.16653 -1.11899
O -0.27154 -2.69513 -1.64521
O 1.75820 0.70960 0.32260
O 0.93159 -0.23837 -2.68207
H -1.42364 1.06656 2.51112
H -1.04362 -2.51701 0.46608
H 2.18449 1.47225 0.73987
H -1.53103 -1.15072 2.07681
H 0.91426 1.74487 -1.95768